Record 1
ORCA calculation (ωB97M-V with the def2-TZVPD basis set) on C16H17Cl2N3O2S as an isolated structure at a distorted geometry.

```
41
Properties=species:S:1:pos:R:3
Cl -1.040 -2.949 -2.154
Cl -3.434 -0.568 2.955
S -3.515 1.639 -0.915
O -3.832 1.275 -2.542
O -4.187 2.759 -0.281
N -3.902 0.319 0.110
N 1.264 0.338 -2.464
N 2.258 0.842 -0.055
C 0.871 0.960 -0.055
C 2.926 -0.319 -0.566
C -3.163 -0.993 0.251
C -2.861 -1.366 1.374
C 2.798 1.121 1.446
C -1.850 -2.509 -0.657
C -2.606 -1.246 -0.920
C -0.774 1.104 -1.756
C 0.576 0.816 -1.515
C 3.755 -0.740 0.575
C 4.173 0.449 1.273
C -1.396 -3.032 0.543
C -1.696 1.480 -0.761
C 0.064 1.596 0.777
C -1.202 1.709 0.331
C -1.969 -2.315 1.557
H 2.315 -1.146 -0.829
H 3.316 -1.411 1.371
H 4.765 -1.544 0.209
H -0.785 -3.894 0.551
H 4.858 1.000 0.968
H 3.562 0.154 -1.289
H -2.901 -1.012 -2.023
H -1.986 2.419 1.388
H -1.757 -2.945 2.561
H -1.384 0.833 -2.676
H 2.311 0.906 2.120
H 0.465 1.974 1.593
H 2.890 2.307 1.573
H 4.579 0.154 2.469
H -4.326 0.701 1.258
H 2.206 0.684 -2.458
H 0.614 0.450 -3.339
```

Maximum force: 19.4 eV/Å
DFT total energy: -2252.6665 Eh
Charge: 0
Frontier orbital gap: 7.96 eV
Highest occupied orbital energy: -7.947 eV

Record 2
ORCA calculation (ωB97M-V with the def2-TZVPD basis set) on C16H17Cl7O2Re as an isolated structure at a distorted geometry.

```
43
Properties=species:S:1:pos:R:3
Re -0.408 -0.092 -1.256
Cl 0.394 -5.083 -3.782
Cl -1.349 -0.196 -3.162
Cl -2.106 -2.465 1.199
Cl -2.529 0.183 -0.458
Cl -3.400 -5.061 0.179
Cl -1.815 -6.665 -2.187
Cl 1.290 -2.178 -2.653
O 0.244 -0.815 0.458
O 0.127 0.635 3.855
C -1.077 2.921 -1.929
C 1.718 1.720 2.006
C -1.483 -5.003 -1.821
C 1.039 1.481 -1.682
C -1.716 -3.057 -0.361
C -0.096 -3.010 -2.127
C 3.331 1.101 -0.608
C 1.551 1.634 -3.085
C -0.449 -4.306 -2.524
C -0.165 2.056 0.324
C -1.223 2.442 1.286
C -0.261 1.982 -1.141
C -0.871 -2.393 -1.195
C 1.179 1.750 0.632
C -2.148 -4.353 -0.749
C 1.892 1.395 -0.543
H 3.533 0.465 -1.463
H -0.574 3.902 -1.852
H 2.687 1.181 2.015
H 1.049 -1.362 0.546
H -0.280 -0.214 3.654
H 3.697 0.617 0.294
H 1.037 1.185 2.831
H 3.880 2.037 -0.717
H -1.150 2.596 -2.976
H -1.236 1.789 2.166
H 2.369 0.940 -3.306
H -2.058 3.007 -1.457
H -1.045 3.470 1.631
H 0.783 1.415 -3.821
H 1.856 2.788 2.308
H 1.916 2.651 -3.304
H -2.230 2.375 0.866
```

Maximum force: 6.3 eV/Å
2S+1: 4
DFT total energy: -4069.9154 Eh
Charge: -2
Frontier orbital gap (alpha / beta): 4.65 / 4.75 eV
Highest occupied orbital energy (alpha / beta): -0.451 / -0.556 eV
<S²>: 3.77

Record 3
ORCA calculation (ωB97M-V with the def2-TZVPD basis set) on a single C16H17ClN4O5 molecule at a distorted geometry.

```
43
Properties=species:S:1:pos:R:3
Cl 4.708 -5.855 -0.989
O -5.056 2.556 0.610
O 5.154 -3.993 2.763
O 2.819 0.195 1.221
O -3.413 1.872 -0.761
O 6.232 -4.904 1.145
N 5.320 -4.251 1.593
N 0.890 -0.474 0.219
N -1.530 1.990 1.032
N -0.556 2.793 0.603
C -2.790 2.538 1.422
C 3.076 -3.760 -1.369
C -3.898 2.331 0.388
C 3.730 -2.518 1.015
C -4.334 1.706 -1.843
C -2.080 -0.418 1.388
C 2.468 -2.570 -1.019
C 0.460 2.025 0.260
C -1.177 0.685 0.971
C -4.565 3.020 -2.573
C 1.726 2.583 -0.275
C 2.782 -1.940 0.184
C 0.117 0.669 0.475
C 2.182 -0.630 0.601
C 4.018 -4.351 -0.533
C 4.345 -3.713 0.667
H -2.966 -0.456 0.754
H 0.389 -1.280 -0.126
H -3.869 0.967 -2.497
H -2.652 3.617 1.543
H 1.922 2.191 -1.272
H 2.828 -4.247 -2.298
H -5.203 2.850 -3.435
H 1.650 3.665 -0.319
H 1.764 -2.120 -1.704
H -2.407 -0.278 2.418
H -5.279 1.318 -1.447
H -5.051 3.733 -1.911
H -3.131 2.123 2.376
H -3.617 3.435 -2.905
H -1.562 -1.372 1.323
H 4.001 -2.030 1.940
H 2.555 2.296 0.369
```

Structure (SMILES): CCOC(=O)Cn1nc(C)c(NC(=O)c2ccc(Cl)c([N+](=O)[O-])c2)c1C
Maximum force: 1.1 eV/Å
DFT total energy: -1675.2567 Eh
Charge: 0
Frontier orbital gap: 8.10 eV
Highest occupied orbital energy: -8.771 eV

Record 4
ORCA calculation (ωB97M-V with the def2-TZVPD basis set) on a single C16H17ClN4O5S molecule at a distorted geometry.

```
44
Properties=species:S:1:pos:R:3
Cl -4.499 2.525 3.113
S 3.646 0.652 -0.177
O 0.498 -3.340 -3.860
O 1.789 3.508 0.572
O 3.126 -4.212 0.239
O -1.463 -2.368 -3.445
O -1.648 0.227 -0.459
N 1.537 -0.746 -0.978
N 0.452 1.734 0.029
N 3.273 -1.956 0.007
N 0.869 -1.881 -1.198
C -1.811 1.154 0.527
C -2.023 4.230 3.540
C -0.697 1.976 0.789
C -3.024 2.332 2.228
C -1.944 3.161 2.497
C -0.462 -3.208 -3.153
C 2.611 1.904 -1.000
C -2.743 -0.588 -0.805
C 0.587 -4.274 -1.165
C -0.726 -3.972 -1.876
C 2.705 -0.795 -0.414
C -2.971 1.340 1.259
C 1.573 2.483 -0.037
C 2.633 -3.183 -0.158
C -0.782 2.960 1.760
C 1.342 -3.027 -0.846
H -1.230 -4.905 -2.138
H 4.187 -1.950 0.446
H -1.085 4.774 3.600
H 0.419 -4.834 -0.242
H -2.243 3.794 4.513
H -2.824 4.929 3.304
H -3.602 0.011 -1.121
H -2.398 -1.196 -1.639
H -3.843 0.729 1.091
H -3.039 -1.234 0.028
H 2.161 1.430 -1.869
H 0.075 3.588 1.939
H -1.387 -3.379 -1.246
H 1.227 -4.889 -1.804
H -1.269 -1.886 -4.265
H 3.303 2.693 -1.291
H 0.411 0.882 -0.530
```

Structure (SMILES): COc1cc(Cl)c(C)cc1NC(=O)CSc1nnc(CCC(=O)O)c(=O)[nH]1
Maximum force: 1.3 eV/Å
DFT total energy: -2073.5615 Eh
Charge: 0
Frontier orbital gap: 7.93 eV
Highest occupied orbital energy: -8.045 eV

Record 5
ORCA calculation (ωB97M-V with the def2-TZVPD basis set) on a 2-piece molecular cluster, C16H17ClO4S overall at a distorted geometry.

```
39
Properties=species:S:1:pos:R:3
Cl -0.261 -0.756 -0.032
S -2.365 0.473 1.869
O 4.742 0.144 -3.458
O -1.483 -0.494 -2.762
O -3.042 1.752 1.781
O -3.065 -0.729 1.477
C -2.096 0.228 3.674
C -0.806 0.595 0.898
C -1.962 1.345 4.507
C -1.907 -0.076 6.471
C 5.492 -1.081 -3.375
C 2.758 1.418 -3.250
C -2.125 -1.049 4.255
C -1.866 1.189 5.895
C -2.913 -0.377 -2.826
C 3.379 0.156 -3.398
C 2.590 -1.024 -3.280
C 1.433 1.518 -2.887
C 1.263 -0.906 -2.917
C -2.030 -1.192 5.647
C -0.686 0.355 -2.153
C 0.676 0.356 -2.671
H -1.150 1.282 -1.736
H -0.058 0.918 1.631
H 3.010 -2.012 -3.420
H 3.387 2.296 -3.371
H 0.618 -1.783 -2.910
H 5.300 -1.619 -2.443
H -1.762 2.073 6.518
H -1.833 -0.189 7.545
H 6.533 -0.739 -3.389
H -2.248 -1.940 3.629
H 0.933 2.489 -2.850
H -3.309 0.012 -1.875
H -3.156 0.295 -3.661
H -2.054 -2.188 6.082
H 5.306 -1.715 -4.243
H -3.290 -1.380 -3.049
H -1.956 2.351 4.075
```

Maximum force: 2.8 eV/Å
DFT total energy: -1779.0327 Eh
Charge: 0
Frontier orbital gap: 5.89 eV
Highest occupied orbital energy: -6.976 eV

Record 6
ORCA calculation (ωB97M-V with the def2-TZVPD basis set) on a single C16H17F4N3O molecule.

```
41
Properties=species:S:1:pos:R:3
F 1.293 -0.380 -2.576
F 2.655 0.724 -0.549
F -1.425 1.988 1.483
F -2.777 0.789 -0.501
O -1.856 -4.533 -1.054
N -1.779 -2.013 -2.321
N 0.977 1.679 2.852
N 1.336 1.985 1.591
C 1.315 0.771 -0.531
C -0.582 -2.827 -2.217
C -3.004 -3.722 -1.132
C 2.633 3.186 2.875
C 0.656 1.395 0.530
C -0.743 1.375 0.514
C 1.665 2.292 5.120
C 2.894 3.492 0.314
C 0.606 0.174 -1.565
C 1.756 2.384 3.641
C -1.546 -0.621 -2.647
C 2.343 2.910 1.563
C -0.784 0.140 -1.583
C -1.007 -4.295 -2.151
C -2.635 -2.238 -1.170
C -1.436 0.755 -0.517
H -3.540 -1.638 -1.272
H 2.607 1.937 5.535
H 0.870 1.604 5.391
H 2.121 3.582 -0.449
H -2.520 -0.150 -2.799
H -1.522 -4.561 -3.086
H 0.041 -2.665 -3.098
H -3.601 -3.948 -0.248
H 0.005 -2.588 -1.313
H -0.139 -4.942 -2.015
H 3.367 3.872 3.243
H 1.454 3.272 5.544
H -3.576 -3.972 -2.038
H -0.985 -0.591 -3.584
H -2.134 -1.974 -0.222
H 3.698 2.873 -0.084
H 3.299 4.478 0.525
```

Structure (SMILES): Cc1cc(C)n(-c2c(F)c(F)c(CN3CCOCC3)c(F)c2F)n1
Maximum force: 0.9 eV/Å
DFT total energy: -1258.8248 Eh
Charge: 0
Frontier orbital gap: 9.45 eV
Highest occupied orbital energy: -8.847 eV

Record 7
ORCA calculation (ωB97M-V with the def2-TZVPD basis set) on a single C16H17FN2O2 molecule.

```
38
Properties=species:S:1:pos:R:3
F -0.872 -2.098 3.926
O 1.522 -1.065 -1.437
O -2.821 -0.516 -0.898
N -1.070 0.158 -2.135
N -0.772 -0.555 0.072
C -1.242 -1.106 1.318
C 0.174 0.754 -2.381
C -0.746 -0.760 3.760
C 1.366 2.640 -3.329
C -1.621 -0.331 -0.954
C 0.187 1.982 -3.044
C -0.456 0.015 4.866
C -0.320 1.383 4.706
C -0.768 1.154 2.358
C -0.909 -0.221 2.490
C 1.792 -2.424 -3.454
C 1.407 0.166 -2.062
C 1.018 -2.180 -2.165
C 2.587 0.848 -2.331
C -0.476 1.949 3.452
C 2.576 2.082 -2.952
H -0.340 -0.456 5.829
H 1.674 -1.581 -4.132
H -0.821 -2.105 1.479
H -0.758 2.424 -3.326
H 2.850 -2.553 -3.240
H -0.894 1.598 1.382
H -1.807 0.483 -2.750
H -0.093 2.003 5.560
H -0.371 3.016 3.325
H 0.226 -0.535 -0.081
H -0.047 -2.050 -2.385
H 1.137 -3.023 -1.480
H -2.330 -1.204 1.227
H 1.339 3.592 -3.837
H 1.418 -3.321 -3.940
H 3.503 2.592 -3.157
H 3.515 0.374 -2.052
```

Structure (SMILES): CCOc1ccccc1NC(=O)NCc1ccccc1F
Maximum force: 0.7 eV/Å
DFT total energy: -979.7844 Eh
Charge: 0
Frontier orbital gap: 9.50 eV
Highest occupied orbital energy: -8.766 eV

Record 8
ORCA calculation (ωB97M-V with the def2-TZVPD basis set) on C16H17MoN3O4 as an isolated structure.

```
41
Properties=species:S:1:pos:R:3
Mo 0.814 -0.765 0.141
O 2.309 -1.828 -0.493
O -4.262 4.217 -0.899
O 1.419 -1.437 1.898
O -2.574 4.964 0.241
N 0.808 1.130 -0.196
N -0.894 -1.098 -0.727
N -3.187 4.132 -0.384
C -1.431 0.205 -0.614
C -3.594 -0.705 -1.210
C -0.583 1.335 -0.344
C -1.689 -2.139 -1.089
C 2.863 -2.019 -1.888
C -2.799 0.411 -0.833
C -3.030 -1.962 -1.366
C -3.330 1.728 -0.761
C -0.176 3.711 -0.206
C -1.111 2.636 -0.308
C 0.792 -1.394 3.275
C 1.664 2.185 -0.093
C -2.522 2.784 -0.488
C 2.889 -2.779 0.516
C 1.192 3.477 -0.125
C 2.766 -2.101 1.855
H 1.549 -1.014 3.957
H 2.324 -3.708 0.434
H 2.718 1.955 0.022
H 1.889 4.305 -0.066
H -3.629 -2.811 -1.675
H 3.505 -1.313 2.004
H -0.055 -0.717 3.204
H 3.928 -1.806 -1.836
H 0.488 -2.411 3.506
H -4.384 1.909 -0.951
H 2.820 -2.818 2.675
H -1.220 -3.116 -1.140
H -4.656 -0.562 -1.390
H 3.933 -2.949 0.249
H 2.665 -3.051 -2.169
H 2.340 -1.310 -2.524
H -0.548 4.730 -0.205
```

Maximum force: 0.3 eV/Å
DFT total energy: -1151.4301 Eh
Charge: +4
Frontier orbital gap (alpha / beta): 5.44 / 5.44 eV
Highest occupied orbital energy (alpha / beta): -22.429 / -22.429 eV

Record 9
ORCA calculation (ωB97M-V with the def2-TZVPD basis set) on a 2-piece molecular cluster, C16H17N overall at a distorted geometry.

```
34
Properties=species:S:1:pos:R:3
N 1.262 2.621 2.308
C -0.188 -0.833 -2.497
C 0.269 2.530 1.343
C 1.451 1.338 2.865
C 1.815 -0.593 -0.993
C 0.616 -1.354 -1.457
C -1.237 -1.628 -2.919
C -1.350 3.159 -0.267
C 0.576 0.483 2.263
C -0.653 -3.420 -1.473
C -1.334 0.859 0.544
C 0.570 -1.009 2.358
C 0.355 -2.618 -0.937
C -1.515 -2.892 -2.430
C -0.366 3.566 0.667
C -0.213 1.198 1.305
C -1.799 1.856 -0.296
H -1.831 -1.117 -3.671
H 2.541 -1.241 -0.473
H -0.772 -4.440 -1.124
H -1.793 3.870 -0.938
H 1.879 3.418 2.376
H -2.651 1.523 -0.886
H 1.010 -1.466 3.247
H 0.888 -2.977 -0.059
H -0.446 -1.309 2.628
H 0.722 -1.581 1.448
H -2.377 -3.434 -2.791
H -0.036 4.582 0.587
H 2.218 1.123 3.597
H 2.384 -0.219 -1.833
H -1.850 -0.054 0.809
H 1.562 0.122 -0.210
H 0.293 -0.064 -3.090
```

Structure (SMILES): Cc1c[nH]c2ccccc12.Cc1ccccc1
Maximum force: 2.9 eV/Å
DFT total energy: -674.6151 Eh
Charge: 0
Frontier orbital gap: 8.67 eV
Highest occupied orbital energy: -7.737 eV

Record 10
ORCA calculation (ωB97M-V with the def2-TZVPD basis set) on a 2-piece molecular cluster, C16H17N overall at a distorted geometry.

```
34
Properties=species:S:1:pos:R:3
N -2.255 -0.168 -0.075
C -0.866 -1.067 1.522
C -1.913 -3.477 1.462
C 1.346 0.285 -2.908
C 0.321 1.433 2.065
C -1.710 -2.091 0.940
C -2.601 -1.484 0.111
C 1.817 0.121 -1.590
C 0.858 0.291 2.616
C -1.374 0.184 0.909
C -0.887 1.365 1.390
C 2.481 -1.144 -1.116
C 1.679 1.175 -0.666
C 1.076 2.374 -1.038
C 0.767 1.523 -3.283
C 0.880 2.593 -2.393
C 0.259 -0.945 2.290
H 0.426 1.777 -4.279
H 0.589 -1.769 2.972
H 1.834 0.280 3.096
H -3.248 -1.972 -0.604
H 0.883 2.350 2.180
H 0.996 3.179 -0.305
H 1.851 0.925 0.438
H 2.037 -1.492 -0.183
H -1.354 2.303 1.081
H 1.065 -0.666 -3.394
H -2.697 0.439 -0.745
H -1.822 -4.254 0.689
H 0.748 3.540 -2.854
H 2.210 -1.925 -1.831
H -2.942 -3.664 1.764
H 3.592 -1.099 -1.026
H -1.111 -3.796 2.184
```

Structure (SMILES): Cc1c[nH]c2ccccc12.Cc1ccccc1
Maximum force: 3.4 eV/Å
DFT total energy: -674.5835 Eh
Charge: 0
Frontier orbital gap: 8.60 eV
Highest occupied orbital energy: -7.768 eV

Record 11
ORCA calculation (ωB97M-V with the def2-TZVPD basis set) on a 2-piece molecular cluster, C16H17N overall at a distorted geometry.

```
34
Properties=species:S:1:pos:R:3
N 2.809 -2.407 1.478
C 1.419 1.323 2.419
C -2.242 1.032 -0.728
C 1.161 -0.903 1.613
C -0.797 -2.297 0.649
C -3.200 2.029 -0.899
C -2.712 1.927 -3.284
C 0.665 0.397 1.725
C -3.444 2.434 -2.197
C -1.433 0.607 -1.762
C 0.627 -2.086 1.003
C 1.658 -2.960 0.932
C 3.302 -0.214 2.570
C -0.849 0.469 -4.198
C 2.512 -1.158 1.924
C 2.731 1.034 2.807
C -1.693 1.009 -3.076
H -3.788 2.450 -0.093
H -0.056 1.187 -4.425
H -0.342 0.581 1.409
H -2.879 2.359 -4.260
H 1.103 2.351 2.518
H 3.428 1.770 3.186
H 3.567 -3.015 1.751
H -1.402 0.175 -5.083
H 1.685 -3.950 0.512
H -1.202 -1.652 -0.129
H -1.961 0.729 0.280
H -4.187 3.157 -2.488
H -1.547 -2.066 1.421
H -1.050 -3.332 0.433
H -0.571 -0.009 -1.542
H -0.297 -0.394 -3.845
H 4.310 -0.420 2.917
```

Structure (SMILES): Cc1c[nH]c2ccccc12.Cc1ccccc1
Maximum force: 1.6 eV/Å
DFT total energy: -674.6358 Eh
Charge: 0
Frontier orbital gap: 8.77 eV
Highest occupied orbital energy: -7.888 eV

Record 12
ORCA calculation (ωB97M-V with the def2-TZVPD basis set) on an isolated ion of composition C16H17N4O8S and charge -1 at a distorted geometry.

```
46
Properties=species:S:1:pos:R:3
S -0.084 1.262 -0.948
O -1.610 0.023 4.083
O 0.415 1.596 -2.289
O -0.357 -1.251 -1.414
O 2.482 -1.288 -1.649
O 2.642 0.579 -0.413
O 2.642 -2.778 0.713
O 3.328 -1.864 2.724
O 0.157 2.117 0.173
N 2.430 -1.932 1.550
N 0.638 -0.032 3.884
N -0.768 -0.420 1.986
N 2.847 -1.004 3.678
C -3.844 1.480 -2.469
C 0.009 -1.939 -2.637
C 0.464 -0.526 -0.567
C 4.443 2.040 -1.342
C -2.645 0.318 -0.217
C 1.457 -1.013 1.826
C 1.976 -0.489 -0.869
C 0.193 -0.974 1.093
C -2.968 -0.203 3.599
C -2.473 1.601 -2.276
C -4.620 0.776 -1.542
C 4.076 0.679 -0.834
C -0.566 -0.172 3.271
C -4.049 0.264 -0.378
C 1.636 -0.582 3.181
C -1.886 1.035 -1.162
H -4.297 1.941 -3.342
H -3.175 0.360 2.690
H -5.694 0.631 -1.709
H -3.172 -1.265 3.433
H 4.160 -0.052 -1.630
H 5.514 2.180 -1.175
H 4.282 2.092 -2.421
H -1.813 2.085 -3.016
H 3.892 2.850 -0.864
H -4.625 -0.182 0.438
H -0.149 -1.921 0.630
H -0.789 -2.675 -2.787
H 4.705 0.388 0.004
H -2.170 -0.185 0.614
H 0.969 -2.447 -2.525
H -3.621 0.154 4.397
H 0.016 -1.255 -3.493
```

Maximum force: 4.1 eV/Å
DFT total energy: -1838.8481 Eh
Charge: -1
Frontier orbital gap: 6.92 eV
Highest occupied orbital energy: -4.174 eV

Which formula does entry 1 have?
C16H17Cl2N3O2S

The lowest maximum force belongs to which entry?
C16H17MoN3O4